(1)
Molecular formula: C2H3N3
Method: DFT, wB97M-V/def2-TZVPD

Its largest force on an atom is 5.55 eV/Å. The value obtained for the HOMO energy is -9.90 eV. As for the LUMO energy: 0.01530 Ha. Its relative energy (zero: lowest compared OMol25 entry of this formula, charge and spin) is 740.5 kJ/mol.

Element x y z (Å)
C 0.998 -0.036 0.563
C 0.084 -0.991 0.362
N -0.483 0.629 -0.954
N 0.012 1.009 0.370
N -1.016 -0.034 0.143
H 2.078 -0.093 0.850
H -0.009 -1.944 0.108
H -1.665 1.460 -1.442

***

(2)
Molecular formula: C43H43N3NiOPSSb2
Method: DFT, wB97M-V/def2-TZVPD

Its largest force on an atom is 1.81 eV/Å. The net charge is +1. The value obtained for the HOMO energy (spin up / spin down) is -9.18 / -9.71 eV. As for the expectation value of S²: 2.02. The multiplicity is 3. As for the LUMO energy (spin up / spin down): -0.11319 / -0.11352 Ha. Its relative energy (zero: lowest compared OMol25 entry of this formula, charge and spin) is 22.4 kJ/mol.

Element x y z (Å)
Ni 0.573 -0.510 -0.528
C 4.207 -0.926 2.709
Sb 3.037 -0.128 1.059
C 4.777 0.227 -0.191
C 3.198 2.006 1.697
C 2.643 2.260 3.023
C 3.471 2.066 4.132
C 3.023 2.281 5.415
C 1.712 2.687 5.624
C 0.876 2.882 4.544
C 1.319 2.692 3.236
C 0.400 2.968 2.127
Sb -0.688 1.159 1.455
C -1.525 0.704 3.408
C -2.356 2.391 0.799
H 3.624 -0.984 3.622
H 5.066 -0.289 2.875
H 4.558 -1.920 2.454
H 5.577 0.627 0.427
H 4.523 0.947 -0.966
H 5.107 -0.693 -0.660
H 2.729 2.566 0.893
H 4.271 2.171 1.683
H 4.489 1.753 3.966
H 3.692 2.146 6.251
H 1.351 2.865 6.624
H -0.140 3.212 4.704
H 0.889 3.370 1.244
H -0.402 3.635 2.428
H -2.027 1.588 3.781
H -0.722 0.433 4.086
H -2.235 -0.115 3.340
H -2.867 2.794 1.666
H -3.065 1.829 0.199
H -1.968 3.209 0.200
N -0.854 -4.160 1.380
C -1.083 -4.052 2.751
C -1.907 -4.953 3.407
C -2.117 -4.833 4.771
C -1.538 -3.796 5.479
C -0.747 -2.865 4.822
C -0.508 -3.005 3.468
S 0.561 -1.861 2.625
N 0.083 -2.031 1.003
C -0.495 -3.107 0.589
C -0.788 -3.191 -0.842
C -1.714 -4.012 -1.376
C -2.045 -3.946 -2.819
C -0.949 -3.277 -3.678
C 0.093 -2.571 -2.876
N 0.075 -2.389 -1.607
H -1.218 -4.988 0.933
H -2.375 -5.753 2.851
H -2.745 -5.550 5.276
H -1.699 -3.709 6.543
H -0.301 -2.041 5.357
H -2.324 -4.658 -0.765
H -2.372 -4.921 -3.183
H -0.499 -3.887 -4.463
H 0.901 -2.113 -3.432
O 2.708 -1.281 -1.700
C 1.953 -0.354 -1.902
C 1.856 0.458 -3.096
C 2.966 0.585 -3.944
C 2.914 1.454 -5.011
C 1.771 2.213 -5.250
C 0.675 2.120 -4.407
C 0.712 1.249 -3.326
P -0.572 1.020 -2.064
C -1.651 -0.293 -2.706
C -2.628 -0.832 -1.770
C -3.353 -1.912 -2.049
C -3.038 -2.796 -3.207
C -1.988 -2.223 -4.192
C -1.475 -0.854 -3.909
C -1.595 2.507 -2.343
C -2.922 2.437 -2.753
C -3.619 3.600 -3.028
C -3.008 4.836 -2.881
C -1.693 4.912 -2.445
C -0.992 3.753 -2.171
H 3.851 0.004 -3.733
H 3.771 1.550 -5.660
H 1.748 2.889 -6.090
H -0.198 2.731 -4.584
H -2.789 -0.270 -0.859
H -4.154 -2.230 -1.396
H -3.950 -3.175 -3.674
H -2.250 -2.348 -5.241
H -0.813 -0.420 -4.644
H -3.407 1.478 -2.870
H -4.643 3.540 -3.368
H -3.559 5.737 -3.103
H -1.222 5.877 -2.323
H 0.037 3.801 -1.835

***

(3)
Molecular formula: C20H24N4O4S
Method: DFT, wB97M-V/def2-TZVPD

Its largest force on an atom is 1.50 eV/Å. The structure (SMILES) is CCOC(=O)[C@@H](CC)Sc1nc2c(c(=O)[nH]c(=O)n2C)n1CCc1ccccc1. The value obtained for the HOMO energy is -8.00 eV. As for the LUMO energy: 0.01676 Ha. Its relative energy (zero: lowest compared OMol25 entry of this formula, charge and spin) is 2.7 kJ/mol.

Element x y z (Å)
C 2.954 -0.159 3.418
C 1.753 -0.008 2.497
H 0.990 0.628 2.952
H 1.328 -0.988 2.258
O 2.098 0.649 1.275
C 2.714 -0.090 0.352
O 3.044 -1.236 0.501
C 3.074 0.751 -0.868
C 3.507 -0.094 -2.061
C 4.917 -0.644 -1.880
H 4.962 -1.279 -1.001
H 5.196 -1.235 -2.749
H 5.636 0.166 -1.769
H 3.468 0.524 -2.961
H 2.801 -0.918 -2.174
H 3.872 1.441 -0.574
S 1.686 1.859 -1.300
C 0.417 0.688 -1.259
N 0.614 -0.545 -0.822
C -0.598 -1.134 -0.888
C -1.541 -0.248 -1.391
N -0.853 0.926 -1.639
C -1.457 2.193 -1.953
H -0.805 2.737 -2.642
H -2.416 1.979 -2.430
C -1.678 3.011 -0.666
C -2.376 2.151 0.350
C -1.632 1.425 1.273
C -2.250 0.531 2.129
C -3.623 0.360 2.076
C -4.374 1.095 1.175
C -3.754 1.983 0.315
H -4.341 2.537 -0.402
H -5.445 0.968 1.133
H -4.105 -0.345 2.737
H -1.660 -0.038 2.833
H -0.559 1.556 1.310
H -0.710 3.340 -0.283
H -2.276 3.888 -0.913
C -2.908 -0.621 -1.575
O -3.818 0.029 -2.049
N -3.105 -1.927 -1.125
C -2.204 -2.837 -0.600
O -2.546 -3.941 -0.250
N -0.899 -2.402 -0.509
C 0.117 -3.296 0.008
H -0.190 -3.670 0.985
H 0.239 -4.147 -0.663
H 1.051 -2.744 0.084
H -4.054 -2.276 -1.197
H 3.696 -0.808 2.961
H 3.403 0.813 3.612
H 2.636 -0.596 4.360

***

(4)
Molecular formula: C3H10N2
Method: DFT, wB97M-V/def2-TZVPD

Its largest force on an atom is 4.30 eV/Å. The structure (SMILES) is CNCCN. The value obtained for the HOMO energy is -8.21 eV. As for the LUMO energy: 0.04277 Ha. Its relative energy (zero: lowest compared OMol25 entry of this formula, charge and spin) is 181.8 kJ/mol.

Element x y z (Å)
N -1.673 -1.961 0.027
C -1.398 -0.558 -0.255
C 0.104 -0.219 -0.392
N 0.546 0.861 0.477
C 1.610 1.798 0.235
H -0.757 -2.382 0.521
H -1.881 -2.687 -0.721
H -1.778 -0.077 0.654
H -1.859 -0.263 -1.154
H 0.349 -0.036 -1.524
H 0.593 -1.139 -0.187
H 0.592 0.585 1.481
H 2.512 1.361 0.767
H 1.207 2.693 0.862
H 1.833 2.024 -0.791

***

(5)
Molecular formula: C34H36GeN6S2Sr
Method: DFT, wB97M-V/def2-TZVPD

Its largest force on an atom is 1.53 eV/Å. The net charge is +2. The value obtained for the HOMO energy is -13.56 eV. As for the LUMO energy: -0.19822 Ha. Its relative energy (zero: lowest compared OMol25 entry of this formula, charge and spin) is 38.0 kJ/mol.

Element x y z (Å)
Sr -0.214 -0.378 0.178
S 2.454 0.361 -0.582
C 2.580 0.464 1.208
C 3.615 1.296 1.651
C 3.799 1.419 3.014
C 2.924 0.750 3.871
C 1.906 -0.006 3.333
N 1.758 -0.199 2.008
H 4.246 1.804 0.937
H 4.605 2.024 3.407
H 3.028 0.821 4.945
H 1.206 -0.525 3.975
S -6.793 -1.845 -2.322
C -5.199 -1.591 -1.666
C -4.912 -1.303 -0.330
C -3.599 -1.123 0.048
N -2.553 -1.211 -0.785
C -2.841 -1.462 -2.072
C -4.116 -1.661 -2.550
C -7.793 -1.868 -0.851
C -7.880 -3.021 -0.084
C -8.673 -2.984 1.054
N -9.355 -1.908 1.438
C -9.282 -0.822 0.677
C -8.513 -0.745 -0.480
H -5.700 -1.223 0.406
H -3.370 -0.907 1.087
H -2.001 -1.531 -2.755
H -4.272 -1.876 -3.599
H -7.359 -3.925 -0.370
H -8.772 -3.862 1.682
H -9.864 0.033 1.003
H -8.483 0.161 -1.068
Ge 1.039 2.410 -0.763
C -0.410 2.402 0.617
C -1.735 2.246 0.206
C -2.786 2.439 1.098
C -2.517 2.776 2.416
C -1.200 2.921 2.847
C -0.155 2.728 1.957
C 2.215 3.865 -0.774
C 2.531 4.584 0.386
C 3.397 5.662 0.324
C 3.955 6.033 -0.892
C 3.652 5.330 -2.049
C 2.788 4.251 -1.993
H 0.257 2.099 -2.051
H -1.960 2.015 -0.831
H -3.808 2.342 0.754
H -3.332 2.941 3.108
H -0.989 3.196 3.872
H 0.862 2.862 2.301
H 2.097 4.312 1.338
H 3.634 6.219 1.220
H 4.629 6.879 -0.938
H 4.088 5.626 -2.993
H 2.557 3.705 -2.901
C -3.819 -4.742 1.083
C -3.534 -3.845 2.273
N -2.200 -3.262 2.140
C -1.301 -3.546 1.164
N -0.293 -2.729 0.959
C 0.748 -3.338 0.132
C 0.164 -3.821 -1.188
C -0.951 -4.824 -0.896
N -1.460 -4.702 0.477
C -2.577 -5.579 0.828
H -4.045 -4.149 0.191
H -4.682 -5.371 1.296
H -3.577 -4.435 3.191
H -4.275 -3.048 2.358
H -1.939 -2.499 2.739
H 1.207 -4.182 0.658
H 1.559 -2.618 -0.031
H 0.927 -4.275 -1.820
H -0.238 -2.969 -1.749
H -0.590 -5.845 -1.019
H -1.785 -4.690 -1.593
H -2.321 -6.162 1.716
H -2.720 -6.279 0.008

***

(6)
Molecular formula: C21H36F14K2NO25P2S2
Method: DFT, wB97M-V/def2-TZVPD

Its largest force on an atom is 12.06 eV/Å. The net charge is -1. The value obtained for the HOMO energy is -7.98 eV. As for the LUMO energy: 0.00894 Ha.

Element x y z (Å)
K 12.928 11.859 -7.187
K 15.403 8.944 -8.064
N 15.394 10.872 -6.082
S 16.797 11.796 -5.896
O 18.064 11.131 -5.931
O 16.689 13.061 -5.130
F 16.757 12.406 -7.374
S 15.177 10.708 -4.631
O 14.214 11.609 -4.012
O 16.178 10.160 -3.713
F 14.230 9.446 -4.925
P 14.104 15.440 -8.133
F 12.625 15.469 -7.398
F 13.604 14.138 -8.952
F 13.430 16.342 -9.264
F 15.491 15.583 -9.029
F 14.510 16.679 -7.173
F 14.711 14.436 -7.010
P 10.720 9.216 -6.990
F 9.113 9.216 -6.772
F 10.805 8.052 -5.851
F 10.607 8.136 -8.246
F 12.347 9.183 -7.071
F 10.640 10.390 -8.078
F 10.884 10.265 -5.731
C 14.080 7.160 -3.008
C 14.308 5.715 -2.619
O 13.021 5.440 -2.277
C 12.312 6.523 -1.942
O 11.153 6.497 -1.525
O 13.059 7.586 -2.132
H 13.814 7.319 -4.053
H 14.976 7.710 -2.721
H 15.029 5.514 -1.827
H 14.680 5.358 -3.579
C 18.764 6.762 -3.615
C 19.321 7.066 -5.012
O 18.136 7.181 -5.826
C 17.001 7.178 -5.050
O 15.843 7.292 -5.453
O 17.409 7.185 -3.731
H 19.255 7.410 -2.889
H 18.879 5.714 -3.338
H 20.011 6.334 -5.432
H 19.859 8.012 -4.959
C 19.739 14.670 -2.811
C 19.962 14.372 -4.309
O 20.617 15.518 -4.740
C 20.663 16.461 -3.770
O 21.164 17.570 -3.921
O 19.992 16.050 -2.710
H 20.371 14.109 -2.123
H 18.720 14.337 -2.615
H 19.032 14.136 -4.826
H 20.614 13.501 -4.377
C 18.266 16.003 0.339
O 17.331 15.781 -0.693
C 16.640 14.620 -0.815
O 16.818 13.600 -0.165
O 15.873 14.736 -1.909
C 15.003 13.701 -2.231
H 17.834 15.859 1.329
H 18.607 17.038 0.352
H 19.112 15.316 0.315
H 15.535 12.752 -2.166
H 14.566 13.914 -3.206
H 14.189 13.772 -1.510
C 18.729 14.590 -9.034
O 19.324 15.370 -7.938
C 19.141 16.709 -8.018
O 18.450 17.363 -8.787
O 19.981 17.246 -7.123
C 19.981 18.606 -6.801
H 17.731 14.226 -8.788
H 19.408 13.763 -9.242
H 18.642 15.126 -9.979
H 20.048 19.208 -7.707
H 20.639 18.901 -5.983
H 18.991 18.783 -6.379
C 14.978 6.340 1.141
O 14.565 7.505 0.457
C 15.285 8.617 0.510
O 16.392 8.677 1.072
O 14.680 9.630 -0.208
C 15.335 10.825 -0.385
H 15.198 6.427 2.205
H 15.945 6.048 0.732
H 14.355 5.469 0.941
H 14.649 11.606 -0.714
H 16.139 10.519 -1.055
H 15.867 11.208 0.486
C 17.263 21.039 -4.315
O 16.974 19.718 -3.915
C 16.759 18.742 -4.743
O 16.319 18.800 -5.900
O 16.992 17.683 -4.049
C 16.868 16.375 -4.672
H 18.282 21.023 -4.701
H 17.239 21.805 -3.540
H 16.534 21.438 -5.020
H 17.203 15.514 -4.093
H 17.350 16.327 -5.648
H 15.818 16.159 -4.868

***

(7)
Molecular formula: C2H5N5O
Method: DFT, wB97M-V/def2-TZVPD

Its largest force on an atom is 7.32 eV/Å. The structure (SMILES) is [H]/N=c1\c(O)n[nH]n1N. The value obtained for the HOMO energy is -8.36 eV. As for the LUMO energy: 0.00150 Ha. Its relative energy (zero: lowest compared OMol25 entry of this formula, charge and spin) is 491.4 kJ/mol.

Element x y z (Å)
C 0.819 0.401 -0.713
C 0.126 -0.656 -0.267
H -2.187 -1.144 1.112
H -0.604 -0.598 1.869
H -1.766 1.701 -0.362
H 2.741 1.086 -1.335
H 1.764 -1.499 0.111
N -1.591 -0.404 1.310
N -1.192 -0.092 -0.081
N -0.949 1.254 0.035
N 0.203 1.573 -0.606
N 0.629 -1.821 0.091
O 2.007 0.201 -1.166